Record 1
ORCA calculation (ωB97M-V with the def2-TZVPD basis set) on 2 unconnected molecules or ions with the total composition C7H16OSi in a non-equilibrium geometry.

Positions of all 25 atoms, in Å:
C  -2.022  1.862  -0.773
C  -1.604  0.599  -0.852
C  -1.150  -1.790  0.068
C  -2.604  -0.025  1.397
C  2.967  1.344  0.649
C  2.351  -1.274  -0.799
C  -1.535  -0.377  0.288
O  0.454  0.419  0.775
Si  1.595  0.411  -0.322
H  -2.080  2.425  -1.708
H  -2.414  2.395  0.102
H  -1.253  0.166  -1.912
H  -0.563  -2.117  0.994
H  -2.069  -2.303  0.091
H  -0.612  -1.985  -0.876
H  -2.051  0.009  2.421
H  -3.250  -0.931  1.417
H  -3.054  0.870  1.184
H  3.044  2.384  0.302
H  2.619  1.292  1.574
H  3.942  0.741  0.540
H  3.380  -0.961  -1.184
H  2.619  -2.011  0.046
H  1.711  -1.826  -1.611
H  1.581  0.684  -1.810

For the energy above the lowest of the compared OMol25 structures with the same formula, charge and spin, the calculation gives 4.430 eV. As for the net charge: 0. For the largest force on an atom, the calculation gives 5.70 eV/Å. The highest occupied orbital energy comes out at -8.77 eV. The orbital gap comes out at 0.2929 Eh.



Record 2
ORCA calculation (ωB97M-V with the def2-TZVPD basis set) on a molecular structure, C8H7AsF21N2O12S5Zr in a non-equilibrium geometry.

Positions of all 57 atoms, in Å:
Zr  0.170  -0.119  0.369
C  -1.555  3.502  -1.372
C  -1.372  2.820  -0.039
C  -2.649  2.856  0.771
O  -0.878  1.516  -0.179
H  -1.680  4.573  -1.206
H  -2.444  3.109  -1.870
H  -0.697  3.361  -2.030
H  -0.616  3.359  0.554
H  -2.483  2.650  1.830
H  -3.368  2.123  0.403
H  -3.127  3.837  0.697
As  -3.591  -1.408  0.715
F  -1.780  -1.057  0.628
F  -3.585  -0.455  2.124
F  -5.256  -1.703  0.803
F  -3.393  -2.341  -0.681
F  -3.208  -2.741  1.678
F  -3.821  -0.017  -0.247
C  4.406  -1.143  0.881
F  3.950  -2.376  0.902
F  4.281  -0.602  2.081
F  5.689  -1.127  0.506
S  3.483  -0.150  -0.425
O  4.379  0.732  -1.050
O  2.902  -1.164  -1.247
N  2.161  0.580  0.369
S  2.676  2.082  0.847
O  1.609  2.552  1.687
O  3.947  2.072  1.465
C  2.607  3.267  -0.617
F  3.750  3.323  -1.296
F  1.652  2.847  -1.429
F  2.325  4.453  -0.132
C  -1.822  -0.343  -3.285
F  -2.625  -1.394  -3.237
F  -1.723  0.079  -4.545
F  -2.260  0.604  -2.485
S  -0.036  -0.730  -2.801
O  0.613  -1.385  -3.861
O  0.509  0.562  -2.477
N  -0.009  -1.470  -1.242
S  -0.291  -3.067  -1.466
O  -0.824  -3.679  -0.291
O  -0.956  -3.364  -2.695
C  1.351  -3.914  -1.604
F  2.070  -3.645  -0.519
F  1.144  -5.205  -1.711
F  2.055  -3.482  -2.670
C  -0.853  -1.381  4.318
F  -1.567  -2.352  3.791
F  -1.595  -0.326  4.569
F  -0.242  -1.765  5.443
S  0.482  -0.876  3.115
O  -0.158  0.275  2.388
O  1.639  -0.591  3.866
O  0.612  -1.758  1.910

For the energy above the lowest of the compared OMol25 structures with the same formula, charge and spin, the calculation gives 0.000 eV. As for the net charge: -1. For the largest force on an atom, the calculation gives 5.00 eV/Å. The highest occupied orbital energy comes out at -8.04 eV. The orbital gap comes out at 0.3605 Eh.



Record 3
ORCA calculation (ωB97M-V with the def2-TZVPD basis set) on a molecular structure, C53H56As2GeNO3ReS in a non-equilibrium geometry.

Positions of all 118 atoms, in Å:
Re  -0.744  0.531  0.498
C  -1.829  3.876  0.887
C  -0.665  3.619  1.828
As  0.734  2.627  0.924
C  2.341  2.429  1.953
C  2.300  2.280  3.358
C  3.498  2.151  4.008
C  4.722  2.193  3.335
C  4.755  2.352  1.962
C  3.546  2.452  1.274
C  1.070  3.853  -0.535
C  1.566  5.104  -0.176
C  1.767  6.046  -1.176
C  1.572  5.702  -2.508
C  1.179  4.414  -2.841
C  0.853  3.495  -1.859
As  -2.522  2.247  -0.088
C  -2.507  2.554  -1.982
C  -2.436  1.476  -2.841
C  -2.317  1.665  -4.215
C  -2.244  2.975  -4.687
C  -2.310  4.072  -3.814
C  -2.466  3.871  -2.447
C  -4.369  1.887  0.417
C  -4.942  2.196  1.655
C  -6.265  1.875  1.850
C  -7.034  1.240  0.899
C  -6.457  0.933  -0.351
C  -5.136  1.256  -0.565
H  -1.569  4.576  0.098
H  -2.694  4.291  1.361
H  -1.014  3.045  2.704
H  -0.300  4.590  2.176
H  1.346  2.254  3.867
H  3.467  2.030  5.106
H  5.649  2.163  3.928
H  5.681  2.398  1.446
H  3.578  2.661  0.193
H  1.784  5.374  0.881
H  2.104  7.042  -0.904
H  1.683  6.409  -3.308
H  1.077  4.114  -3.858
H  0.387  2.552  -2.094
H  -2.448  0.467  -2.424
H  -2.285  0.808  -4.879
H  -2.200  3.159  -5.746
H  -2.227  5.097  -4.169
H  -2.482  4.742  -1.809
H  -4.359  2.684  2.447
H  -6.716  2.151  2.792
H  -8.055  0.964  1.059
H  -6.996  0.405  -1.138
H  -4.770  1.067  -1.540
O  -2.887  -1.899  0.671
C  -2.125  -1.140  0.405
C  -2.625  0.253  4.803
S  -1.793  -0.615  3.424
C  -0.113  -1.037  3.960
O  -1.415  0.500  2.342
H  -2.584  -0.464  5.603
H  -3.646  0.418  4.480
H  -2.136  1.202  4.983
H  -0.287  -1.584  4.885
H  0.445  -0.114  4.161
H  0.368  -1.579  3.161
O  -0.028  0.242  -1.441
C  1.110  0.180  -2.033
C  2.348  0.208  -1.203
C  3.351  -0.928  -1.393
C  4.184  -0.573  -2.611
C  3.518  -0.821  -3.940
C  2.344  0.147  -4.270
N  1.146  0.035  -3.358
H  2.016  0.402  -0.185
H  2.945  1.121  -1.458
H  2.909  -1.937  -1.507
H  3.971  -0.980  -0.514
H  5.144  -1.099  -2.570
H  4.469  0.499  -2.585
H  3.179  -1.886  -4.002
H  4.244  -0.666  -4.741
H  1.945  -0.049  -5.287
H  2.678  1.198  -4.258
H  0.223  -0.076  -3.786
C  -4.012  -4.994  1.700
C  -3.079  -4.618  2.663
C  -1.730  -4.594  2.331
C  -1.294  -4.885  1.037
C  -2.258  -5.262  0.090
C  -3.615  -5.316  0.401
Ge  0.492  -4.607  0.506
C  0.975  -4.492  -1.312
C  0.007  -4.146  -2.236
C  0.336  -3.981  -3.572
C  1.628  -4.261  -3.986
C  2.618  -4.661  -3.075
C  2.311  -4.747  -1.743
C  1.699  -4.058  1.814
C  1.631  -4.547  3.103
C  2.434  -4.036  4.108
C  3.317  -2.991  3.801
C  3.415  -2.495  2.501
C  2.624  -3.065  1.492
H  -5.061  -4.994  1.996
H  -3.358  -4.481  3.680
H  -1.026  -4.325  3.101
H  -1.959  -5.588  -0.861
H  -4.362  -5.694  -0.302
H  -0.996  -3.928  -1.892
H  -0.422  -3.673  -4.286
H  1.864  -4.186  -5.034
H  3.604  -4.935  -3.429
H  3.030  -5.092  -1.000
H  0.936  -5.361  3.348
H  2.368  -4.425  5.117
H  3.944  -2.576  4.583
H  4.116  -1.727  2.196
H  2.623  -2.629  0.470

For the energy above the lowest of the compared OMol25 structures with the same formula, charge and spin, the calculation gives 0.000 eV. As for the net charge: +4. For the largest force on an atom, the calculation gives 2.76 eV/Å. The highest occupied orbital energy (alpha / beta) comes out at -18.08 / -18.08 eV. The orbital gap (alpha / beta) comes out at 0.2463 / 0.2539 Eh. Its spin multiplicity is 3. The expectation value of S² is 2.03.



Question: Which formula does entry 3 have?
Answer: C53H56As2GeNO3ReS



Question: Which of these has the highest net charge?
Answer: C53H56As2GeNO3ReS



Question: Among the records above, which one has the highest largest force on an atom?
Answer: C7H16OSi



Question: Among the records above, which one has the highest energy above the lowest of the compared OMol25 structures with the same formula, charge and spin?
Answer: C7H16OSi